Entry 1:
Computed, not measured: an isolated molecule of C5H9FN2, with ωB97M-V/def2-TZVPD.

```
17
Properties=species:S:1:pos:R:3:forces:R:3
C -1.163 1.798 0.041 -2.33 -2.01 1.91
N -1.574 0.619 0.484 1.12 2.67 -0.45
N -1.295 -0.446 -0.328 0.26 -0.99 -0.66
C -0.840 -1.756 0.097 0.40 -0.87 1.37
C 0.036 -0.912 -0.759 -0.57 0.80 -0.87
C 1.310 -0.304 -0.246 0.91 -0.39 0.25
C 1.341 -0.163 1.224 0.00 1.26 1.41
F 1.515 1.033 -0.700 -0.11 -0.97 -0.65
H -1.524 2.672 0.667 0.76 -1.13 -1.02
H -0.670 1.884 -0.916 0.24 0.30 0.01
H -1.325 -2.717 -0.289 0.49 1.74 0.46
H -0.365 -1.845 1.109 -1.17 -0.06 -0.83
H 0.005 -1.160 -1.796 0.36 0.03 -0.71
H 2.182 -0.934 -0.556 -0.64 0.66 -0.28
H 2.327 0.210 1.568 -0.69 0.36 -0.35
H 0.471 0.484 1.506 1.20 -0.38 0.19
H 1.250 -1.070 1.771 -0.23 -1.03 0.21
```
Positions in Å, forces in eV/Å.

Results
**HOMO level**: -8.8 eV
**E**: -11025.3410 eV
**SMILES string**: C=NN1C[C@@H]1[C@H](C)F
**Total charge**: 0

These are the natural (NBO) partial charges, in e, on atoms 1 to 5: number 1, C, carries -0.1500; number 2, N, carries -0.2345; number 3, N, carries -0.2594; number 4, C, carries -0.2333; number 5, C, carries -0.1353

Entry 2:
Computed, not measured: an isolated molecule of C16H15BrFN5O4S, with ωB97M-V/def2-TZVPD.

```
43
Properties=species:S:1:pos:R:3:forces:R:3
C 0.777 -2.229 3.372 -0.79 0.55 -0.85
C 1.034 -1.688 1.949 -0.80 -0.08 5.02
N 1.005 -0.369 1.914 0.32 4.23 -2.03
C 1.203 0.114 0.689 -0.13 -0.91 1.17
O 1.255 1.434 0.371 0.66 -1.90 -0.59
C 0.788 2.290 1.385 -0.75 0.41 1.39
C 1.050 3.739 1.102 1.19 -0.67 -0.68
C 0.657 4.195 -0.269 0.79 -0.85 -0.24
O -0.697 3.979 -0.262 -4.23 1.48 -2.20
C -1.445 4.478 -1.400 0.55 0.57 2.74
C -1.061 4.185 -2.680 0.82 -0.02 -1.03
C -1.787 4.707 -3.750 -1.03 0.71 2.55
F -1.324 4.474 -4.955 -0.17 -0.07 -1.21
C -2.945 5.505 -3.500 0.29 0.08 1.07
C -3.336 5.918 -2.212 2.51 -1.60 2.41
C -2.488 5.374 -1.144 -1.66 0.27 -0.21
Br -2.941 5.682 0.750 0.22 0.04 -1.42
S 1.402 -1.183 -0.505 0.05 1.16 0.76
C 1.260 -2.307 0.831 0.19 -1.92 -2.84
C 1.165 -3.703 0.483 0.67 -0.59 -1.02
N 1.186 -4.008 -0.881 -0.58 -0.22 2.30
N 1.015 -5.258 -0.928 -0.02 -3.19 -0.51
N 0.985 -5.770 0.350 -0.41 0.51 -1.24
C 0.698 -7.139 0.883 -2.93 0.62 1.01
C 0.393 -8.034 -0.271 3.69 -0.37 -3.56
O 1.402 -8.304 -0.933 -2.22 -0.46 0.76
O -0.862 -8.286 -0.755 0.78 1.10 3.07
N 1.075 -4.808 1.213 0.02 2.11 1.20
H 0.634 -3.268 3.342 -0.70 -1.58 -0.18
H -0.078 -1.736 3.906 0.72 -0.31 -0.90
H 1.614 -2.166 4.024 1.05 0.70 0.30
H -0.301 2.112 1.436 0.47 0.06 0.56
H 1.325 2.135 2.343 -0.69 -0.66 -0.43
H 2.099 3.916 1.157 1.20 0.03 0.26
H 0.635 4.259 1.947 -0.60 0.66 -0.06
H 1.007 5.237 -0.411 -0.49 -0.42 -0.40
H 0.996 3.460 -1.042 1.02 0.99 0.56
H -0.097 3.658 -2.816 -0.93 0.17 -0.27
H -3.623 5.859 -4.220 -0.19 0.21 -1.62
H -4.160 6.613 -1.877 0.94 -1.04 -1.04
H -0.290 -7.167 1.447 1.27 0.98 -0.09
H 1.510 -7.422 1.580 -0.38 -0.18 -0.93
H -0.732 -8.478 -1.664 0.27 -0.61 -1.59
```
Positions in Å, forces in eV/Å.

Results
**HOMO level**: -8.4 eV
**E**: -116067.0858 eV
**SMILES string**: Cc1nc(OCCCOc2cc(F)ccc2Br)sc1-c1nnn(CC(=O)O)n1
**Total charge**: 0

These are the natural (NBO) partial charges, in e, on atoms 1 to 5: number 1, C, carries -0.6296; number 2, C, carries 0.1863; number 3, N, carries -0.5214; number 4, C, carries 0.3919; number 5, O, carries -0.4976

Entry 3:
Computed, not measured: a structure of composition C33H36N2NiO3P2S2, with ωB97M-V/def2-TZVPD.

```
79
Properties=species:S:1:pos:R:3:forces:R:3
Ni 0.369 -0.474 -0.201 0.14 0.28 0.20
S -1.204 -0.994 3.085 -0.10 0.22 -0.12
P -1.864 0.553 2.014 0.28 -0.26 0.57
C -1.048 0.908 0.579 -0.14 -0.48 0.07
P -1.389 2.204 -0.423 -0.20 0.20 -0.26
S -0.420 2.107 -2.175 -0.04 0.06 -0.05
C -3.192 2.456 -0.833 0.01 0.11 0.01
C -3.730 1.968 -2.021 0.01 0.04 -0.03
C -5.092 2.054 -2.281 0.05 0.02 0.02
C -5.945 2.662 -1.368 0.02 -0.03 -0.02
C -5.421 3.185 -0.196 0.07 -0.07 0.01
C -4.060 3.074 0.063 -0.06 -0.03 0.07
C -0.994 3.838 0.359 0.24 0.00 -0.15
C 0.111 3.855 1.207 -0.09 0.02 0.01
C 0.556 5.040 1.774 -0.03 0.07 -0.05
C -0.100 6.234 1.501 0.00 -0.10 -0.02
C -1.195 6.232 0.647 0.00 -0.10 0.00
C -1.634 5.042 0.077 0.06 0.12 -0.08
C -3.669 0.218 1.817 -0.01 0.05 0.09
C -4.117 -0.295 0.606 -0.05 -0.06 -0.10
C -5.443 -0.676 0.440 0.06 0.08 0.02
C -6.343 -0.541 1.488 0.04 0.03 0.06
C -5.899 -0.049 2.713 0.03 -0.02 -0.07
C -4.569 0.313 2.878 -0.04 0.00 -0.06
C -1.801 2.029 3.139 -0.10 -0.07 0.05
C -2.802 2.980 3.293 -0.04 0.04 0.13
C -2.611 4.110 4.087 0.05 -0.06 -0.05
C -1.408 4.299 4.748 0.00 -0.04 -0.01
C -0.401 3.347 4.613 -0.06 -0.09 0.00
C -0.597 2.229 3.820 -0.01 0.03 0.05
H -3.059 1.546 -2.758 -0.03 -0.06 0.01
H -5.486 1.652 -3.208 0.00 0.01 0.00
H -7.007 2.732 -1.572 0.00 -0.01 0.00
H -6.069 3.668 0.526 0.00 0.00 0.01
H -3.664 3.489 0.979 0.00 0.02 -0.04
H 0.599 2.912 1.424 0.01 0.01 -0.04
H 1.414 5.028 2.437 -0.02 0.00 0.00
H 0.238 7.159 1.954 0.01 0.01 -0.01
H -1.710 7.159 0.421 -0.01 0.00 0.00
H -2.474 5.060 -0.607 0.01 -0.01 0.00
H -3.410 -0.404 -0.210 0.03 0.07 -0.03
H -5.772 -1.062 -0.519 -0.01 -0.01 0.01
H -7.381 -0.824 1.358 0.00 0.00 0.00
H -6.589 0.036 3.545 0.00 0.01 0.00
H -4.217 0.655 3.845 -0.01 -0.01 -0.01
H -3.760 2.833 2.813 0.00 0.00 0.01
H -3.405 4.843 4.181 -0.01 -0.01 0.00
H -1.255 5.178 5.364 0.01 0.01 -0.01
H 0.544 3.480 5.127 0.01 0.01 0.00
H 0.183 1.484 3.711 0.00 -0.02 0.02
C -2.544 -3.281 -1.532 -0.01 -0.02 -0.01
C -1.303 -2.608 -1.030 0.04 -0.18 0.04
N -0.979 -1.428 -1.415 0.03 0.21 -0.18
O -1.858 -0.803 -2.301 -0.04 -0.35 0.27
C -0.413 -3.250 -0.075 -0.13 0.35 -0.08
C -0.431 -4.709 0.229 -0.05 -0.11 0.02
N 0.457 -2.440 0.500 0.00 -0.18 -0.04
O 1.316 -2.920 1.297 -0.02 0.03 0.00
H -3.377 -2.579 -1.492 -0.01 0.01 -0.01
H -2.778 -4.154 -0.927 -0.01 0.00 -0.01
H -2.428 -3.587 -2.575 0.00 0.01 0.01
H -1.479 0.102 -2.325 0.08 0.18 -0.14
H -0.799 -5.296 -0.617 0.01 0.00 0.02
H -1.047 -4.948 1.105 0.03 0.03 -0.01
H 0.588 -5.016 0.469 0.01 -0.01 -0.01
C 4.479 -0.178 -0.576 0.06 -0.07 -0.06
C 3.336 0.358 0.296 -0.13 -0.18 0.11
C 3.489 1.876 0.438 0.02 0.10 -0.02
C 3.400 -0.296 1.681 -0.01 -0.01 0.04
O 2.138 0.075 -0.324 0.10 0.20 -0.16
H 5.463 0.018 -0.134 -0.02 0.00 0.00
H 4.432 0.292 -1.562 0.00 -0.02 0.01
H 4.355 -1.257 -0.701 0.01 0.02 0.00
H 4.462 2.150 0.865 -0.02 0.00 -0.01
H 2.702 2.258 1.089 -0.01 0.01 0.02
H 3.370 2.352 -0.538 0.03 -0.02 0.01
H 4.392 -0.192 2.139 -0.02 0.02 -0.01
H 3.134 -1.351 1.598 0.01 0.01 0.01
H 2.659 0.169 2.338 -0.01 -0.03 -0.01
```
Positions in Å, forces in eV/Å.

Results
**2S+1**: 3
**HOMO level (alpha / beta)**: -1.6 / -1.5 eV
**E**: -125219.2428 eV
**Total charge**: -2

These are the natural (NBO) partial charges, in e, on atoms 1 to 5: number 1, Ni, carries 1.4425; number 2, S, carries -0.6895; number 3, P, carries 1.4207; number 4, C, carries -1.7053; number 5, P, carries 1.4282

Entry 4:
Computed, not measured: a cluster of 6 separate species, C22H54F6NO8PSSi in total, with ωB97M-V/def2-TZVPD.

```
94
Properties=species:S:1:pos:R:3:forces:R:3
C -4.505 -0.700 0.461 -0.05 -0.50 -0.09
C -4.479 0.613 -0.272 0.10 0.17 0.89
F -3.986 0.364 -1.554 0.18 0.05 -0.51
Si -3.252 1.884 0.459 0.15 -0.79 -0.68
C -1.543 1.123 0.610 -0.66 0.31 0.68
C -1.115 0.600 1.999 1.19 -0.59 -1.53
O -1.554 -0.728 2.216 -0.74 -0.23 0.37
C 0.427 0.570 2.031 -0.04 0.30 1.04
N 0.967 0.764 3.393 -0.07 -0.05 -0.61
C -3.946 2.693 2.073 -0.60 -0.76 -1.23
F -3.035 3.379 2.735 1.44 0.50 0.97
F -4.885 3.587 1.687 -0.87 0.59 -0.36
C -4.682 1.767 3.046 0.91 1.91 0.57
F -5.830 1.418 2.579 -1.99 -1.03 -1.23
F -3.980 0.723 3.366 1.10 -1.71 0.14
F -4.911 2.443 4.157 -0.20 0.72 1.25
P -3.049 3.491 -1.123 0.49 1.13 0.41
O -1.691 3.131 -1.901 -0.26 -0.53 -0.16
O -4.160 3.337 -2.267 -0.05 -0.26 0.14
S -2.898 5.273 -0.395 -0.18 0.01 0.26
H -5.018 -0.658 1.413 -0.08 0.23 0.20
H -3.511 -1.093 0.636 0.25 0.04 0.11
H -5.023 -1.437 -0.138 -0.23 -0.18 -0.22
H -5.485 1.012 -0.365 -0.20 0.12 -0.14
H -0.825 1.874 0.304 0.10 0.23 -0.17
H -1.487 0.324 -0.126 0.08 -0.17 -0.18
H -1.510 1.198 2.807 -0.06 0.19 0.25
H -1.082 -1.306 1.603 0.03 0.11 0.05
H 0.757 -0.389 1.638 0.02 -0.10 -0.09
H 0.857 1.320 1.381 0.12 0.25 -0.07
H 0.297 0.365 4.041 0.18 -0.02 0.20
H 0.994 1.762 3.556 -0.03 -0.01 0.30
H -0.987 3.633 -1.458 0.18 0.05 -0.34
H -4.959 3.775 -1.933 0.03 0.02 -0.31
C 3.879 -2.188 0.968 -0.12 0.01 0.00
C 2.485 -2.763 0.776 0.43 -0.10 -0.53
C 2.531 -4.152 0.157 -0.21 -0.09 0.06
O 1.713 -1.892 -0.057 -0.19 -0.05 0.28
H 4.390 -2.091 0.004 -0.02 -0.15 -0.03
H 3.827 -1.197 1.405 -0.01 0.00 0.09
H 4.482 -2.823 1.619 0.02 0.01 -0.01
H 1.974 -2.808 1.739 -0.11 0.10 -0.03
H 3.000 -4.116 -0.830 0.09 0.04 0.04
H 1.522 -4.547 0.020 0.00 0.00 0.05
H 3.094 -4.845 0.783 0.02 -0.01 -0.02
H 2.150 -1.838 -0.916 -0.18 0.06 -0.05
C -4.922 -5.422 3.447 -0.11 -0.14 -0.08
C -4.164 -4.793 2.289 0.01 0.33 0.51
C -2.890 -4.110 2.765 0.10 -0.01 -0.13
O -4.998 -3.847 1.619 -0.02 -0.11 -0.25
H -5.219 -4.659 4.172 0.11 0.02 0.02
H -5.834 -5.902 3.092 0.03 -0.03 -0.03
H -4.313 -6.168 3.961 0.00 0.02 0.02
H -3.916 -5.560 1.554 -0.09 0.07 -0.12
H -3.122 -3.305 3.467 -0.02 -0.05 0.05
H -2.362 -3.660 1.923 0.00 -0.05 -0.02
H -2.222 -4.818 3.258 0.00 0.02 0.02
H -5.229 -3.158 2.254 0.04 -0.05 -0.01
C 2.754 3.972 -4.560 0.16 -0.15 0.12
C 1.458 3.707 -3.810 0.05 0.57 -0.30
C 0.269 4.344 -4.512 -0.22 -0.07 0.10
O 1.552 4.217 -2.475 -0.10 -0.28 0.16
H 2.950 5.046 -4.621 -0.09 0.01 -0.07
H 3.598 3.520 -4.038 -0.02 -0.05 -0.02
H 2.714 3.569 -5.573 -0.01 0.03 -0.01
H 1.301 2.631 -3.720 -0.02 0.01 0.18
H 0.393 5.430 -4.562 0.10 -0.01 -0.07
H -0.644 4.150 -3.952 -0.02 -0.05 -0.06
H 0.141 3.966 -5.528 0.05 0.00 0.00
H 1.690 5.170 -2.534 -0.02 -0.05 -0.01
C -0.697 -0.377 -4.663 -0.03 0.16 0.15
C 0.743 -0.748 -4.339 -0.36 -0.43 -0.25
C 1.382 -1.546 -5.466 0.19 0.03 0.03
O 0.787 -1.502 -3.125 0.24 0.19 0.12
H -1.303 -1.277 -4.799 0.06 -0.03 -0.09
H -1.140 0.189 -3.843 0.03 0.04 -0.01
H -0.757 0.222 -5.573 -0.01 -0.02 -0.01
H 1.322 0.160 -4.162 0.05 -0.05 0.17
H 0.841 -2.482 -5.627 -0.09 0.06 -0.03
H 2.410 -1.806 -5.214 0.01 0.05 0.00
H 1.383 -0.981 -6.400 -0.02 -0.02 -0.01
H 0.279 -2.310 -3.262 0.00 0.06 0.03
C 7.136 0.575 3.738 0.01 -0.16 0.12
C 6.453 0.086 2.470 0.00 0.60 0.07
C 6.872 0.909 1.261 -0.02 -0.12 -0.16
O 5.036 0.144 2.628 0.11 -0.05 0.08
H 6.861 1.612 3.947 0.04 0.03 -0.09
H 6.822 -0.021 4.595 0.02 -0.04 -0.03
H 8.223 0.515 3.651 0.00 0.03 0.00
H 6.701 -0.963 2.302 -0.15 -0.05 0.01
H 6.589 1.957 1.394 0.06 0.01 0.08
H 6.371 0.550 0.362 0.02 -0.04 0.01
H 7.951 0.860 1.102 0.00 0.03 0.00
H 4.791 1.065 2.779 -0.01 -0.07 0.03
```
Positions in Å, forces in eV/Å.

Results
**HOMO level**: -8.7 eV
**E**: -85868.7511 eV
**SMILES string**: C[C@H](F)[Si@](C[C@@H](O)CN)(C(F)(F)C(F)(F)F)P(O)(O)=S.CC(C)O.CC(C)O.CC(C)O.CC(C)O.CC(C)O
**Total charge**: 0

These are the Mulliken partial charges, in e, on atoms 1 to 5: number 1, C, carries -1.3547; number 2, C, carries 0.5096; number 3, F, carries -0.3337; number 4, Si, carries -0.3594; number 5, C, carries -0.7623

Entry 5:
Computed, not measured: a structure of composition C6H11NO3S, with ωB97M-V/def2-TZVPD.

```
22
Properties=species:S:1:pos:R:3:forces:R:3
C 0.199 -0.539 1.150 2.15 6.26 3.92
C 1.590 2.111 0.478 1.30 -0.47 -1.05
C 0.275 0.160 -0.224 1.44 -0.82 1.47
C -0.517 -1.695 1.472 -0.90 -3.99 -2.90
C 0.526 -0.943 -1.232 -2.72 2.06 -3.67
C -0.895 1.115 -0.411 0.08 -1.28 1.29
N 0.532 0.486 2.656 -0.80 -3.57 -5.66
O 1.926 2.570 3.034 0.28 -0.60 -0.35
O -0.374 2.752 2.339 0.22 -0.45 -1.00
O 1.503 0.921 -0.320 0.40 -0.18 1.37
S 0.882 2.036 2.199 0.22 1.23 1.17
H 2.702 2.456 0.509 -1.99 -1.00 0.43
H 1.085 2.822 -0.150 -0.59 1.05 0.64
H -0.072 -2.753 0.977 -1.01 2.89 0.87
H -1.548 -1.548 0.993 1.00 -0.53 0.73
H -0.568 -1.924 2.486 -0.30 0.02 1.77
H -0.491 -1.352 -1.647 2.07 0.40 0.88
H 1.209 -1.658 -0.942 1.06 -1.78 1.07
H 1.071 -0.439 -2.103 -1.04 -0.57 0.89
H -1.074 1.559 0.587 -0.45 0.10 -0.89
H -1.760 0.598 -0.806 -0.25 0.09 0.02
H -0.502 1.818 -1.089 -0.16 1.13 -1.00
```
Positions in Å, forces in eV/Å.

Results
**HOMO level (alpha / beta)**: -10.1 / -9.1 eV
**E**: -24861.6086 eV
**Total charge**: 0

These are the natural (NBO) partial charges, in e, on atoms 1 to 5: number 1, C, carries 0.4270; number 2, C, carries -0.3320; number 3, C, carries 0.1339; number 4, C, carries -0.7661; number 5, C, carries -0.6217

Which value of E does entry 4 give?
-85868.7511 eV

Which formula does entry 2 have?
C16H15BrFN5O4S

What is the formula in the third record?
C33H36N2NiO3P2S2